[1]
{"formula": "C29H34IrN3O5SSi", "method": "ωB97M-V/def2-TZVPD", "elements": ["Ir", "O", "N", "C", "C", "C", "C", "C", "S", "H", "H", "H", "H", "C", "C", "C", "C", "C", "C", "O", "N", "C", "O", "N", "C", "O", "H", "H", "H", "H", "H", "H", "H", "H", "H", "H", "H", "C", "C", "C", "C", "Si", "O", "C", "C", "C", "C", "C", "C", "C", "C", "C", "C", "C", "C", "H", "H", "H", "H", "H", "H", "H", "H", "H", "H", "H", "H", "H", "H", "H", "H", "H", "H", "H"], "positions_angstrom": [[1.158, -1.188, -0.695], [0.583, -2.737, 0.329], [0.855, -3.967, -0.189], [0.343, -5.006, 0.510], [0.558, -6.282, 0.090], [1.313, -6.484, -1.079], [1.815, -5.414, -1.764], [1.586, -4.097, -1.315], [2.204, -2.699, -2.078], [-0.223, -4.714, 1.381], [0.148, -7.106, 0.653], [1.497, -7.488, -1.437], [2.401, -5.538, -2.663], [-2.538, 1.991, -2.793], [-2.293, 1.270, -4.111], [-0.887, 0.649, -4.207], [-0.715, -0.072, -5.562], [0.655, -0.715, -5.747], [0.134, 1.785, -4.172], [0.094, 2.718, -4.930], [1.159, 1.704, -3.226], [1.198, 0.713, -2.309], [2.094, 0.557, -1.442], [0.282, -0.249, -2.230], [-0.762, -0.417, -3.108], [-1.538, -1.334, -3.034], [-3.549, 2.396, -2.757], [-1.847, 2.828, -2.665], [-2.426, 1.320, -1.938], [-2.403, 1.957, -4.951], [-3.009, 0.458, -4.241], [-0.903, 0.663, -6.346], [-1.498, -0.829, -5.615], [1.453, 0.031, -5.756], [0.700, -1.248, -6.696], [0.868, -1.438, -4.956], [1.856, 2.436, -3.203], [2.506, -0.544, 2.919], [1.902, 0.863, 2.847], [2.802, 1.744, 1.974], [1.850, 1.439, 4.266], [0.178, 0.762, 2.045], [0.243, 0.001, 0.641], [-0.986, -0.142, 3.225], [-1.933, 0.497, 4.026], [-2.750, -0.218, 4.894], [-2.638, -1.598, 4.975], [-1.712, -2.258, 4.178], [-0.901, -1.536, 3.314], [-0.470, 2.509, 1.728], [-0.741, 2.881, 0.409], [-1.183, 4.158, 0.090], [-1.367, 5.100, 1.091], [-1.110, 4.754, 2.410], [-0.668, 3.475, 2.719], [3.536, -0.492, 3.292], [2.538, -1.024, 1.936], [1.943, -1.191, 3.595], [3.815, 1.783, 2.392], [2.424, 2.768, 1.916], [2.873, 1.357, 0.954], [2.846, 1.404, 4.722], [1.168, 0.877, 4.910], [1.534, 2.484, 4.265], [-2.051, 1.572, 3.966], [-3.478, 0.303, 5.502], [-3.274, -2.157, 5.650], [-1.627, -3.337, 4.232], [-0.200, -2.065, 2.679], [-0.602, 2.143, -0.374], [-1.388, 4.420, -0.942], [-1.712, 6.097, 0.846], [-1.255, 5.482, 3.199], [-0.478, 3.234, 3.759]], "forces_ev_per_angstrom": [[0.191, 0.028, 0.081], [-0.083, -0.037, -0.164], [-0.061, 0.082, -0.029], [-0.011, -0.036, -0.007], [0.021, 0.025, -0.015], [-0.001, -0.012, 0.020], [0.012, 0.010, -0.007], [0.009, -0.058, 0.062], [-0.007, -0.028, 0.069], [-0.006, -0.009, -0.004], [-0.008, 0.002, 0.000], [-0.003, 0.001, -0.002], [-0.009, 0.000, -0.004], [-0.014, -0.003, -0.007], [0.005, -0.005, 0.015], [0.027, -0.021, -0.051], [-0.018, 0.005, -0.008], [-0.011, -0.007, -0.001], [-0.016, 0.033, 0.068], [0.022, -0.017, -0.035], [-0.072, 0.027, -0.027], [-0.060, -0.129, 0.108], [0.122, 0.189, -0.105], [0.029, -0.048, 0.140], [-0.070, 0.062, 0.120], [0.034, -0.064, -0.032], [0.005, 0.009, -0.004], [-0.003, -0.008, 0.010], [0.005, 0.002, 0.000], [-0.001, -0.001, -0.001], [0.007, -0.007, 0.006], [0.009, -0.001, -0.004], [-0.001, -0.003, 0.007], [0.003, 0.000, 0.009], [0.000, 0.009, -0.005], [0.003, 0.000, 0.004], [-0.001, 0.002, 0.016], [-0.022, 0.016, 0.020], [-0.012, 0.004, 0.021], [-0.012, -0.018, -0.016], [0.010, 0.007, -0.015], [0.096, 0.061, 0.129], [-0.142, -0.035, -0.316], [0.000, -0.008, -0.035], [0.008, -0.003, 0.021], [0.000, 0.011, -0.004], [0.005, -0.007, -0.001], [-0.006, 0.006, 0.008], [-0.002, -0.001, -0.012], [0.003, -0.026, -0.017], [0.017, 0.008, 0.013], [0.003, -0.008, -0.013], [-0.001, -0.001, 0.002], [0.004, -0.004, -0.003], [-0.001, 0.001, 0.010], [0.000, -0.003, -0.003], [0.018, -0.005, 0.001], [-0.012, -0.013, -0.016], [0.002, 0.003, -0.004], [0.002, 0.004, -0.001], [0.002, 0.006, 0.002], [-0.002, -0.001, 0.002], [0.002, -0.006, 0.001], [-0.004, 0.009, -0.003], [-0.010, -0.010, 0.001], [0.000, -0.001, 0.000], [0.000, 0.000, 0.000], [-0.001, 0.001, -0.001], [0.003, 0.002, 0.001], [-0.008, 0.003, 0.007], [0.001, 0.008, 0.001], [0.001, 0.000, -0.001], [0.000, 0.000, 0.000], [0.011, 0.004, 0.001]], "fmax_ev_per_a": 0.35, "de_lowest_kcal_mol": 6.3, "spin_multiplicity": 1, "homo_lumo_gap_ha": 0.275}



[2]
{"formula": "C29H34N3S2SbSe4SiTc", "method": "ωB97M-V/def2-TZVPD", "elements": ["Tc", "C", "Si", "C", "N", "C", "C", "C", "C", "C", "C", "C", "C", "C", "C", "C", "C", "C", "C", "C", "C", "C", "H", "H", "H", "H", "H", "H", "H", "H", "H", "H", "H", "H", "H", "H", "H", "H", "H", "H", "H", "H", "H", "H", "H", "H", "S", "C", "C", "C", "C", "C", "C", "S", "H", "H", "H", "H", "Se", "Sb", "Se", "Se", "Se", "C", "C", "N", "C", "C", "N", "H", "H", "H", "H", "H", "H"], "positions_angstrom": [[-0.794, 0.432, 0.732], [2.739, 0.619, 0.585], [3.134, -0.701, -0.781], [1.752, -0.774, -2.052], [0.472, -1.395, -1.706], [0.573, -2.866, -1.557], [-0.526, -3.635, -2.279], [-0.490, -3.319, -3.777], [-0.456, -1.791, -4.016], [-0.559, -1.038, -2.688], [4.552, 0.253, -1.556], [4.329, 1.328, -2.422], [5.386, 2.096, -2.891], [6.684, 1.808, -2.493], [6.924, 0.751, -1.626], [5.866, -0.020, -1.162], [3.760, -2.308, -0.063], [3.823, -3.471, -0.840], [4.402, -4.633, -0.352], [4.964, -4.650, 0.916], [4.959, -3.494, 1.683], [4.367, -2.339, 1.194], [2.570, 1.573, 0.081], [3.647, 0.743, 1.179], [2.189, -1.223, -2.963], [1.550, 0.267, -2.322], [0.575, -3.133, -0.496], [1.529, -3.198, -1.965], [-1.504, -3.399, -1.856], [-0.355, -4.699, -2.113], [-1.354, -3.766, -4.270], [0.399, -3.785, -4.207], [-1.295, -1.463, -4.628], [0.460, -1.504, -4.536], [-1.531, -1.271, -2.257], [-0.516, 0.033, -2.880], [3.320, 1.579, -2.736], [5.191, 2.926, -3.560], [7.509, 2.405, -2.861], [7.933, 0.530, -1.303], [6.063, -0.846, -0.487], [3.438, -3.467, -1.852], [4.425, -5.522, -0.969], [5.426, -5.552, 1.295], [5.423, -3.487, 2.662], [4.399, -1.446, 1.799], [-0.651, -1.786, 1.142], [0.685, -2.020, 2.266], [0.813, -3.249, 2.916], [1.722, -3.379, 3.954], [2.512, -2.305, 4.348], [2.423, -1.096, 3.677], [1.521, -0.970, 2.628], [1.338, 0.565, 1.772], [0.176, -4.074, 2.626], [1.802, -4.327, 4.473], [3.192, -2.406, 5.185], [3.041, -0.253, 3.962], [-4.311, 3.926, -0.774], [-2.913, 2.253, -1.732], [-0.409, 2.117, -0.706], [-2.724, 0.020, -0.361], [-3.027, 1.898, -4.076], [-1.608, 3.978, 2.094], [-1.650, 2.709, 2.842], [-1.492, 1.457, 2.404], [-1.587, 0.617, 3.524], [-1.829, 1.368, 4.615], [-1.860, 2.667, 4.166], [-0.953, 3.918, 1.233], [-1.262, 4.787, 2.739], [-2.596, 4.235, 1.719], [-1.493, -0.452, 3.465], [-1.970, 1.082, 5.644], [-2.040, 3.482, 4.729]], "forces_ev_per_angstrom": [[-1.145, -0.529, 1.405], [-0.193, -0.393, 0.130], [0.040, 0.623, 0.263], [-0.044, -0.273, -0.096], [-0.193, 0.155, -0.260], [0.027, 0.060, 0.039], [0.121, 0.115, -0.080], [-0.090, 0.077, 0.081], [0.020, -0.088, 0.222], [0.305, -0.245, -0.355], [0.014, -0.163, 0.043], [0.045, -0.021, 0.024], [-0.083, 0.009, 0.016], [0.016, -0.018, -0.016], [-0.030, -0.020, 0.043], [-0.032, 0.042, -0.073], [0.084, 0.029, -0.115], [0.037, 0.050, 0.059], [-0.005, -0.006, -0.068], [0.007, 0.043, 0.035], [-0.005, -0.013, 0.035], [-0.058, -0.090, -0.023], [0.060, 0.019, -0.116], [-0.044, 0.085, 0.095], [-0.042, 0.027, 0.017], [0.068, 0.077, 0.049], [0.145, -0.013, -0.045], [-0.042, 0.002, -0.057], [-0.030, -0.029, 0.051], [-0.051, -0.024, 0.026], [0.040, -0.014, -0.023], [-0.019, -0.003, -0.027], [0.019, 0.004, -0.151], [-0.052, 0.050, -0.022], [-0.225, 0.103, 0.062], [-0.088, 0.145, 0.101], [0.039, 0.008, -0.021], [0.032, -0.032, -0.007], [-0.024, -0.001, 0.019], [-0.005, -0.004, -0.042], [0.032, 0.016, -0.045], [0.033, -0.045, 0.010], [0.017, 0.023, 0.009], [-0.019, 0.006, -0.005], [-0.002, -0.015, -0.017], [-0.031, 0.100, 0.108], [-0.084, 0.172, 0.205], [0.077, -0.041, 0.198], [0.031, 0.126, -0.036], [-0.013, -0.079, -0.029], [0.052, 0.024, 0.023], [-0.028, -0.059, -0.102], [-0.012, -0.025, -0.055], [0.931, 0.022, -0.091], [0.011, -0.025, 0.025], [0.004, 0.035, -0.012], [-0.002, -0.021, -0.055], [-0.013, -0.006, 0.018], [0.438, -0.471, 0.328], [-0.194, 0.612, -1.185], [0.752, 1.158, -1.150], [-0.994, -0.577, 0.051], [0.251, -0.165, 0.525], [-0.033, 0.288, -0.024], [0.103, -0.212, -0.101], [0.368, -0.689, 0.412], [-0.212, 0.097, 0.106], [0.054, -0.072, -0.083], [-0.061, 0.044, 0.052], [0.122, -0.068, -0.032], [-0.004, -0.066, 0.002], [-0.170, -0.018, -0.109], [-0.005, 0.016, -0.119], [-0.023, 0.121, -0.050], [0.002, 0.048, 0.006]], "fmax_ev_per_a": 1.89, "spin_multiplicity": 1, "charge": 1, "homo_lumo_gap_ha": [0.166, 0.165]}



[3]
{"formula": "C29H34N4O7", "method": "ωB97M-V/def2-TZVPD", "elements": ["C", "O", "C", "C", "C", "C", "C", "C", "O", "N", "C", "C", "C", "C", "N", "C", "C", "C", "C", "C", "C", "C", "C", "C", "C", "C", "O", "C", "C", "O", "C", "H", "H", "H", "H", "H", "H", "H", "H", "H", "H", "H", "H", "H", "H", "H", "H", "H", "H", "H", "H", "H", "H", "H", "H", "H", "H", "H", "H", "H", "H", "H", "C", "C", "O", "N", "C", "O", "N", "C", "O", "H", "H", "H"], "positions_angstrom": [[6.091, -2.549, -2.377], [6.568, -1.260, -1.946], [5.670, -0.254, -1.792], [4.305, -0.306, -2.072], [3.452, 0.625, -1.481], [1.951, 0.407, -1.493], [1.390, -0.139, -0.183], [2.018, -1.515, 0.114], [3.179, -1.809, 0.375], [1.008, -2.439, 0.040], [1.214, -3.870, 0.233], [-0.339, -1.887, -0.104], [-0.986, -2.388, -1.418], [-1.169, -2.280, 1.117], [-0.047, -0.451, -0.161], [-0.987, 0.536, -0.173], [-2.325, 0.292, -0.140], [-3.452, 1.216, 0.422], [-4.717, 1.136, -0.410], [-5.415, 2.294, -0.723], [-6.772, 2.197, -1.016], [-7.380, 0.936, -1.093], [-6.639, -0.225, -0.854], [-5.268, -0.120, -0.627], [3.955, 1.765, -0.856], [5.332, 1.908, -0.681], [5.969, 2.918, -0.034], [5.214, 4.065, 0.394], [6.193, 0.920, -1.206], [7.545, 1.051, -1.046], [8.093, 0.561, 0.212], [6.975, -3.188, -2.404], [5.357, -2.944, -1.663], [5.644, -2.484, -3.378], [3.911, -1.105, -2.704], [1.448, 1.365, -1.684], [1.682, -0.297, -2.301], [1.652, 0.529, 0.661], [2.283, -4.038, 0.342], [0.687, -4.209, 1.133], [0.824, -4.416, -0.637], [-0.245, -2.317, -2.227], [-1.286, -3.435, -1.286], [-1.863, -1.802, -1.704], [-0.594, -2.043, 2.023], [-2.127, -1.762, 1.164], [-1.359, -3.357, 1.077], [-0.592, 1.561, -0.189], [-2.669, -0.664, -0.515], [-3.002, 2.228, 0.533], [-4.924, 3.264, -0.650], [-7.345, 3.095, -1.248], [-8.460, 0.852, -1.275], [-7.094, -1.222, -0.897], [-4.669, -1.018, -0.501], [3.268, 2.553, -0.533], [5.955, 4.745, 0.816], [4.704, 4.544, -0.453], [4.481, 3.777, 1.158], [9.153, 0.731, 0.121], [7.664, 1.131, 1.025], [7.862, -0.492, 0.304], [-3.840, 0.982, 1.833], [-4.603, 2.127, 2.627], [-4.169, 3.248, 2.643], [-5.675, 1.797, 3.483], [-6.331, 0.565, 3.638], [-7.372, 0.401, 4.208], [-5.552, -0.459, 3.081], [-4.443, -0.357, 2.218], [-3.956, -1.416, 1.875], [-2.852, 1.003, 2.235], [-6.197, 2.577, 3.880], [-5.983, -1.388, 3.148]], "forces_ev_per_angstrom": [[-0.029, 0.630, 0.134], [-0.199, -0.349, -0.655], [0.178, 0.882, 0.513], [-0.119, -0.516, 0.176], [-0.112, 0.296, -0.494], [-0.141, 0.301, -0.803], [0.410, -0.784, 0.881], [-0.038, -1.067, 0.439], [-0.878, 0.715, -0.344], [0.222, 0.198, -0.137], [-0.290, 0.430, -0.049], [-0.033, -0.018, -0.292], [0.391, -0.116, 0.089], [0.087, 0.125, 0.117], [1.046, 0.318, -0.732], [-1.160, 0.072, 0.483], [-0.639, 0.560, 0.331], [1.311, 0.596, -2.992], [0.755, 0.527, -0.022], [-0.554, -0.041, 0.415], [-0.115, -0.326, -0.781], [-0.446, 0.054, 0.527], [0.218, 0.056, -0.776], [-0.755, -0.207, 0.371], [-0.028, 0.221, 0.351], [0.297, -0.501, -0.734], [-0.360, 0.612, 0.068], [0.156, -0.679, -0.240], [-0.185, -0.417, 0.775], [0.315, -0.160, 0.325], [-0.798, 0.435, -1.244], [-0.180, 0.111, -0.021], [0.099, 0.106, -0.140], [0.113, -0.077, 0.178], [-0.031, 0.045, 0.592], [0.017, -0.201, -0.134], [0.014, 0.295, 0.217], [-0.114, -0.138, -0.403], [-0.056, -0.005, -0.024], [0.232, -0.010, -0.188], [0.175, 0.026, 0.212], [-0.240, -0.044, 0.174], [0.018, 0.204, -0.183], [0.214, -0.197, 0.077], [-0.153, -0.100, -0.159], [0.383, -0.274, -0.050], [-0.025, 0.179, 0.120], [-0.036, -0.341, 0.600], [0.038, 0.090, 0.685], [-0.522, -0.180, -0.763], [-0.149, -0.211, 0.131], [0.091, -0.250, 0.124], [0.545, 0.120, 0.030], [0.063, 0.494, -0.096], [-0.215, 0.216, 0.158], [0.208, -0.372, 0.116], [-0.182, -0.067, -0.042], [0.105, -0.111, 0.156], [0.094, 0.110, -0.110], [0.296, -0.036, 0.163], [-0.017, 0.102, 0.335], [0.045, -0.300, 0.155], [-1.634, -0.395, 3.063], [0.706, -0.428, -0.060], [-0.182, 0.160, -0.380], [-0.654, -0.048, -0.352], [1.662, 0.135, -0.971], [0.154, 0.092, -0.004], [-0.750, 0.175, -0.214], [-0.001, -1.416, 0.388], [-0.275, 0.477, -0.176], [0.652, -0.221, 1.356], [0.441, -0.072, -0.167], [0.543, 0.508, -0.094]], "fmax_ev_per_a": 3.49, "spin_multiplicity": 1, "homo_lumo_gap_ha": 0.295, "smiles": "COc1cc(C[C@@H]2C(=O)N(C)C(C)(C)N2/C=C/[C@@H](c2ccccc2)C2C(=O)NC(=O)NC2=O)cc(OC)c1OC"}